Entry 1:
Below is a structure of composition C17H26AlBr2Cl6F3I2MgO10P, with properties calculated with ωB97M-V with the def2-TZVPD basis set.

Last column: natural (NBO) charge in e.
Element x y z (Å)
C: 2.68 -0.25 0.88  -0.616
C: 2.39 0.94 -0.07  -0.445
C: 2.36 2.32 0.60  -0.130
O: 1.10 3.03 0.36  -0.447
C: 0.00 2.41 0.71  0.856
O: -1.03 2.54 -0.01  -0.866
C: -0.10 1.60 1.96  -0.376
I: 0.47 2.48 3.78  0.263
C: -0.63 0.35 1.86  -0.072
C: -1.05 -0.22 0.54  -0.662
I: -1.00 -0.91 3.51  0.249
H: 3.75 -0.25 1.10  0.227
H: 2.19 -0.15 1.85  0.201
H: 2.37 -1.19 0.42  0.217
H: 3.23 0.94 -0.77  0.231
H: 1.48 0.76 -0.66  0.186
H: 3.17 2.96 0.10  0.289
H: 2.63 2.27 1.65  0.204
H: -2.01 0.26 0.32  0.164
H: -1.12 -1.30 0.51  0.298
H: -0.37 0.12 -0.24  0.209
Al: -2.43 1.65 -1.16  0.944
C: -1.56 6.29 1.23  -0.561
C: -2.62 5.49 0.56  -0.091
O: -3.94 5.89 0.97  -0.490
C: -4.44 6.95 0.35  0.696
O: -3.90 7.60 -0.50  -0.525
C: -5.86 7.22 0.87  0.899
F: -5.92 7.13 2.20  -0.306
F: -6.71 6.32 0.36  -0.307
F: -6.28 8.43 0.51  -0.298
H: -1.68 6.26 2.31  0.252
H: -0.57 5.95 0.97  0.251
H: -1.68 7.40 0.90  0.285
H: -2.50 4.41 0.88  0.301
H: -2.54 5.54 -0.53  0.218
O: -4.76 -1.04 -0.26  -0.903
P: -4.49 -2.53 -0.48  2.400
O: -5.47 -3.38 0.31  -0.782
O: -3.08 -2.85 0.01  -0.890
O: -4.66 -2.88 -1.95  -0.818
Cl: -0.70 8.85 1.59  -0.269
C: 2.88 -5.55 0.53  -0.728
C: 3.68 -4.91 1.64  0.596
O: 4.17 -3.81 1.52  -0.541
C: 3.83 -5.70 2.92  -0.721
H: 2.83 -4.88 -0.33  0.235
H: 3.36 -6.48 0.23  0.228
H: 1.86 -5.75 0.86  0.235
H: 4.33 -6.65 2.71  0.226
H: 2.84 -5.90 3.35  0.230
H: 4.42 -5.13 3.63  0.234
Br: 2.29 -5.09 -3.08  0.032
C: 3.59 -4.05 -4.08  -0.567
C: 4.72 -3.56 -3.18  -0.605
Br: 4.13 -2.02 -2.14  0.062
H: 3.06 -3.23 -4.56  0.276
H: 3.95 -4.74 -4.87  0.201
H: 5.56 -3.19 -3.77  0.258
H: 5.09 -4.34 -2.47  0.234
Mg: 5.20 -5.67 -3.93  0.129
O: -3.38 3.78 2.53  -0.741
H: -4.14 4.37 2.42  0.433
C: -2.77 -5.75 -3.56  -0.220
Cl: -2.72 -7.42 -4.14  0.030
Cl: -3.42 -4.71 -4.83  0.054
Cl: -3.79 -5.70 -2.12  0.106
Cl: -1.13 -5.19 -3.17  0.031
Cl: 4.82 3.89 0.34  -0.694

Computed properties:
- net charge = -1
- DFT total energy (eV) = -299418.3558
- lowest unoccupied orbital energy (eV) = -3.914



Entry 2:
Below is an isolated molecule of C19H17NO5, with properties calculated with ωB97M-V with the def2-TZVPD basis set.

Last column: natural (NBO) charge in e.
Element x y z (Å)
C: 0.68 4.09 0.14  -0.627
C: -0.74 3.94 -0.36  -0.069
O: -1.14 2.57 -0.19  -0.544
C: -2.46 2.31 -0.35  0.743
O: -3.27 3.17 -0.60  -0.569
C: -2.76 0.90 -0.18  0.089
O: -4.07 0.53 -0.27  -0.378
C: -4.11 -0.80 -0.09  0.295
C: -5.25 -1.60 -0.08  -0.249
C: -5.07 -2.95 0.14  -0.187
C: -3.80 -3.49 0.35  -0.235
C: -2.67 -2.70 0.34  -0.188
C: -2.82 -1.33 0.12  -0.088
C: -1.94 -0.20 0.05  0.164
N: -0.58 -0.09 0.20  -0.614
C: 0.40 -1.05 0.21  0.680
O: 0.21 -2.24 0.07  -0.602
C: 1.77 -0.48 0.37  -0.134
C: 2.02 0.68 1.09  -0.242
C: 3.33 1.14 1.20  -0.180
C: 4.37 0.45 0.62  -0.243
C: 4.12 -0.73 -0.09  0.304
O: 5.21 -1.34 -0.62  -0.489
C: 5.03 -2.55 -1.32  -0.254
C: 2.82 -1.19 -0.20  -0.232
H: 1.35 3.42 -0.40  0.216
H: 0.74 3.87 1.20  0.209
H: 1.01 5.11 -0.02  0.223
H: -0.82 4.19 -1.43  0.189
H: -1.44 4.58 0.19  0.201
H: -6.22 -1.16 -0.25  0.228
H: -5.93 -3.60 0.15  0.216
H: -3.71 -4.55 0.52  0.215
H: -1.69 -3.13 0.49  0.256
H: -0.27 0.87 0.19  0.439
H: 1.23 1.22 1.59  0.215
H: 3.53 2.04 1.76  0.217
H: 5.38 0.80 0.70  0.227
H: 4.59 -3.32 -0.68  0.181
H: 6.02 -2.86 -1.63  0.202
H: 4.40 -2.41 -2.20  0.179
H: 2.57 -2.10 -0.73  0.236

Computed properties:
- energy relative to the best compared isomer or geometry (same formula, charge and spin) (kcal/mol) = 14.79
- DFT total energy (eV) = -31706.9104
- SMILES string = CCOC(=O)c1oc2ccccc2c1NC(=O)c1cccc(OC)c1
- lowest unoccupied orbital energy (eV) = 0.006



Entry 3:
Below is a structure of composition C6H40Br9N3O20, with properties calculated with ωB97M-V with the def2-TZVPD basis set.

Last column: Mulliken charge in e.
Element x y z (Å)
Br: -1.30 -3.58 0.22  0.086
Br: 1.96 -3.49 -0.05  0.024
Br: 0.44 -2.75 2.93  0.079
Br: -2.94 -0.39 -2.02  -0.021
Br: -1.25 2.34 -2.73  -0.045
Br: -2.90 2.12 0.04  -0.105
Br: 1.29 3.37 2.26  -0.020
Br: 3.19 2.63 -0.09  0.082
Br: 3.42 1.06 2.69  -0.040
N: -0.64 -0.74 -0.18  0.297
N: 1.14 -0.38 1.18  -0.122
N: 0.24 1.38 -0.05  0.585
C: 0.30 -1.21 0.60  -0.464
C: -0.65 0.54 -0.49  -0.950
C: 1.13 0.91 0.84  -0.468
C: 0.37 -2.71 0.93  0.027
C: -1.87 1.07 -1.32  0.436
C: 2.21 1.90 1.41  0.664
O: -4.45 -0.62 1.00  -0.585
H: -5.15 0.02 0.66  0.318
H: -4.34 -1.35 0.30  0.249
O: 4.71 -1.01 0.36  -0.593
H: 4.85 -0.92 1.36  0.223
H: 5.28 -1.78 0.03  0.305
O: -2.43 -6.59 -1.05  -0.646
H: -2.68 -6.13 -0.19  0.348
H: -1.89 -5.94 -1.61  0.320
O: 0.29 0.37 3.81  -0.532
H: 0.93 0.19 3.04  0.353
H: -0.52 0.84 3.44  0.308
O: 2.86 -0.21 -1.96  -0.619
H: 3.52 0.38 -2.43  0.300
H: 3.33 -0.69 -1.20  0.211
O: 4.07 3.82 4.41  -0.634
H: 5.02 3.61 4.15  0.312
H: 3.80 4.68 3.96  0.316
O: 5.79 0.92 -1.24  -0.654
H: 6.43 0.36 -1.78  0.289
H: 5.36 0.32 -0.55  0.422
O: -5.34 -2.59 -0.98  -0.632
H: -4.62 -3.08 -1.50  0.327
H: -5.74 -1.88 -1.58  0.314
O: -2.29 0.76 2.74  -0.628
H: -3.01 0.44 2.11  0.255
H: -2.31 1.77 2.75  0.423
O: -1.13 -6.12 2.55  -0.643
H: -1.78 -5.83 1.83  0.336
H: -1.57 -5.97 3.45  0.294
O: 0.53 -1.27 -3.10  -0.654
H: 1.40 -0.88 -2.75  0.433
H: -0.23 -0.88 -2.56  0.327
O: 0.84 4.51 -1.21  -0.524
H: 0.02 3.95 -1.01  0.173
H: 0.91 4.61 -2.22  0.403
O: 1.11 4.64 -3.84  -0.682
H: 0.80 4.88 -4.78  0.311
H: 1.57 3.74 -3.89  0.327
O: 3.94 -4.18 -2.82  -0.636
H: 3.02 -4.13 -3.23  0.328
H: 3.98 -5.01 -2.23  0.305
O: 0.79 -1.45 5.93  -0.665
H: 0.79 -0.60 5.39  0.331
H: -0.17 -1.66 6.18  0.308
O: -2.82 1.62 -5.79  -0.654
H: -1.86 1.89 -5.97  0.314
H: -2.84 0.62 -5.65  0.332
O: -2.72 3.38 2.96  -0.599
H: -2.44 4.17 2.40  0.302
H: -3.29 3.71 3.73  0.270
O: 3.20 5.77 0.19  -0.612
H: 4.08 5.85 -0.29  0.294
H: 2.67 5.02 -0.24  0.200
O: -3.82 -5.67 1.43  -0.621
H: -4.09 -6.60 1.70  0.315
H: -4.66 -5.11 1.33  0.291
O: -4.30 2.98 -3.73  -0.604
H: -3.68 2.32 -4.19  0.282
H: -3.89 3.90 -3.80  0.305

Computed properties:
- DFT total energy (eV) = -682670.8716
- lowest unoccupied orbital energy (eV) = -1.029



Entry 4:
Below is a cluster of 16 separate species, C50H88F3N8O9S7 in total, with properties calculated with ωB97M-V with the def2-TZVPD basis set.

Last column: Mulliken charge in e.
Element x y z (Å)
C: -0.98 0.23 0.24  -1.055
O: -0.79 -1.07 0.94  0.885
O: -2.17 0.81 0.73  0.028
C: 0.33 1.07 0.15  0.411
F: 1.00 0.75 -0.91  -0.044
F: 0.07 2.31 -0.01  -0.075
F: 1.28 0.98 1.13  0.094
C: -0.15 -2.15 0.19  0.386
C: 0.05 -3.13 1.30  -0.537
H: -0.90 -3.43 1.74  0.374
H: 0.55 -4.02 0.92  -0.178
H: 0.70 -2.78 2.10  -0.103
H: 0.75 -1.93 -0.38  -0.396
H: -0.87 -2.54 -0.54  -0.035
H: -1.27 0.01 -0.79  0.042
C: -3.59 -7.69 -1.33  -0.986
S: -1.87 -7.37 -1.95  0.377
O: -2.14 -6.66 -3.28  -0.542
C: -1.43 -5.93 -0.84  -0.820
H: -3.60 -8.10 -0.32  0.373
H: -4.05 -8.36 -2.05  0.340
H: -4.23 -6.81 -1.23  0.297
H: -1.47 -6.28 0.19  0.531
H: -2.11 -5.09 -0.97  0.373
H: -0.52 -5.46 -1.21  0.038
C: 1.95 -5.82 3.17  -0.199
S: 1.64 -7.57 2.89  0.440
O: 2.86 -8.35 3.41  -0.664
C: 1.76 -7.64 1.03  -0.456
H: 1.22 -5.31 2.54  -0.249
H: 2.98 -5.53 2.98  0.231
H: 1.58 -5.65 4.18  0.376
H: 2.79 -7.41 0.75  0.250
H: 1.19 -6.83 0.57  -0.105
H: 1.35 -8.57 0.66  0.399
C: 3.11 -1.01 3.72  -0.700
S: 1.97 -1.67 5.05  0.626
O: 2.13 -3.19 5.08  -0.655
C: 2.84 -0.95 6.53  -1.090
H: 3.12 0.08 3.76  0.398
H: 2.76 -1.21 2.70  -0.200
H: 4.10 -1.40 3.95  0.509
H: 3.90 -1.21 6.47  0.379
H: 2.39 -1.23 7.49  0.351
H: 2.76 0.12 6.33  0.346
C: 3.93 -3.22 0.49  -0.186
S: 3.62 -4.18 -1.04  0.093
O: 2.29 -4.83 -0.93  -0.437
C: 3.50 -2.88 -2.28  -0.339
H: 3.05 -2.70 0.88  -0.365
H: 4.73 -2.48 0.39  0.285
H: 4.13 -3.85 1.35  0.456
H: 3.21 -1.97 -1.76  -0.401
H: 2.74 -3.15 -3.01  0.328
H: 4.39 -2.61 -2.87  0.515
C: 1.37 3.32 3.19  -0.222
S: 1.78 5.14 3.48  0.645
O: 3.05 5.25 4.33  -0.741
C: 0.44 5.36 4.71  -0.855
H: 1.19 2.81 4.13  0.436
H: 2.17 2.78 2.68  0.253
H: 0.49 3.36 2.55  -0.406
H: -0.55 5.12 4.33  0.139
H: 0.49 6.39 5.08  0.434
H: 0.62 4.66 5.53  0.306
C: 5.10 2.76 -4.69  -0.945
S: 3.64 1.60 -4.62  0.468
O: 4.02 0.33 -3.93  -0.647
C: 2.62 2.53 -3.40  0.372
H: 4.83 3.82 -4.73  0.357
H: 5.77 2.43 -5.48  0.384
H: 5.71 2.57 -3.81  0.227
H: 2.46 3.54 -3.78  0.550
H: 3.22 2.53 -2.49  -0.525
H: 1.69 2.01 -3.16  -0.330
C: -3.46 -1.93 -4.71  -0.320
S: -2.70 -3.54 -4.10  0.517
O: -3.00 -4.62 -5.13  -0.651
C: -0.86 -3.16 -4.03  -0.625
H: -4.54 -2.01 -4.55  0.450
H: -3.22 -1.85 -5.77  0.248
H: -2.98 -1.19 -4.07  -0.322
H: -0.24 -4.01 -3.76  0.429
H: -0.64 -2.31 -3.38  -0.112
H: -0.59 -2.94 -5.06  0.401
N: -2.95 4.76 0.56  0.663
C: -1.67 5.08 0.92  -0.839
C: -1.42 6.38 0.60  -0.659
C: -2.53 6.84 -0.15  -1.159
C: -3.48 5.76 -0.15  -0.448
H: -3.38 3.86 0.71  0.014
H: -1.10 4.30 1.41  0.864
H: -0.47 6.90 0.63  0.471
H: -2.71 7.83 -0.54  0.432
H: -4.49 5.69 -0.52  0.486
N: 3.42 6.03 -1.25  0.060
C: 4.51 5.18 -1.21  -1.001
C: 4.07 4.07 -0.53  -0.862
C: 2.82 4.33 -0.01  0.713
C: 2.44 5.54 -0.48  -0.989
H: 3.46 6.93 -1.70  0.205
H: 5.43 5.44 -1.72  0.461
H: 4.63 3.16 -0.38  0.573
H: 2.24 3.79 0.72  0.414
H: 1.53 6.11 -0.39  0.388
N: -1.66 1.38 3.65  0.704
C: -1.89 2.52 4.39  -0.018
C: -1.65 2.25 5.76  -1.429
C: -1.01 1.00 5.75  -0.461
C: -1.12 0.45 4.50  -0.634
H: -1.84 1.10 2.69  -0.094
H: -2.21 3.38 3.83  0.514
H: -1.69 2.98 6.56  0.439
H: -0.66 0.68 6.72  0.441
H: -0.72 -0.46 4.08  0.459
N: -3.75 -1.68 1.77  0.352
C: -5.02 -1.69 1.28  -0.428
C: -5.72 -2.67 1.96  -0.752
C: -4.81 -3.38 2.77  -0.942
C: -3.64 -2.66 2.74  -0.463
H: -3.06 -1.04 1.41  0.200
H: -5.41 -0.98 0.58  0.408
H: -6.78 -2.88 1.86  0.383
H: -5.06 -4.29 3.28  0.425
H: -2.74 -2.75 3.33  0.519
N: 4.81 0.14 -1.28  1.318
C: 4.50 0.07 0.06  -1.030
C: 5.61 -0.01 0.85  -0.378
C: 6.63 0.06 -0.07  -1.061
C: 6.17 0.13 -1.37  -0.654
H: 4.17 0.20 -2.07  -0.207
H: 3.48 0.03 0.42  0.609
H: 5.71 -0.03 1.92  0.513
H: 7.69 0.02 0.13  0.393
H: 6.71 0.09 -2.31  0.520
N: -1.35 0.51 -5.54  0.539
C: -0.77 -0.02 -6.67  -0.773
C: 0.48 -0.46 -6.29  -1.418
C: 0.67 -0.18 -4.91  -0.703
C: -0.49 0.45 -4.45  -0.401
H: -2.28 0.91 -5.55  0.165
H: -1.31 -0.02 -7.60  0.422
H: 1.17 -1.06 -6.88  0.490
H: 1.54 -0.41 -4.31  1.153
H: -0.88 0.72 -3.48  0.504
N: -2.81 2.03 -2.15  1.536
C: -2.22 3.11 -2.66  -0.531
C: -2.78 3.37 -3.94  -0.977
C: -3.75 2.41 -4.12  -1.495
C: -3.78 1.57 -3.03  -0.407
H: -2.71 1.74 -1.18  -0.460
H: -1.45 3.53 -2.03  0.580
H: -2.48 4.14 -4.63  0.434
H: -4.32 2.24 -5.02  0.518
H: -4.34 0.71 -2.68  0.768
N: -4.81 2.12 0.96  0.395
C: -4.92 2.86 2.12  -0.438
C: -5.99 3.65 1.97  -0.531
C: -6.61 3.31 0.81  -0.802
C: -5.85 2.39 0.09  -0.405
H: -3.94 1.63 0.79  0.136
H: -4.08 2.75 2.80  0.396
H: -6.26 4.47 2.61  0.390
H: -7.56 3.73 0.50  0.407
H: -5.97 1.97 -0.89  0.445

Computed properties:
- net charge = -1
- DFT total energy (eV) = -167617.4148
- lowest unoccupied orbital energy (eV) = 1.623



F_max list, top to bottom, in hartree/bohr: 0.070 0.021 0.053 0.076
Kohn-Sham gap list, top to bottom, in eV: 1.02 8.29 8.87 7.55